a:
{"formula": "C10H13O2", "method": "ωB97M-V/def2-TZVPD", "symbols": ["C", "C", "C", "O", "O", "H", "H", "H", "H", "H", "C", "C", "C", "C", "C", "C", "C", "H", "H", "H", "H", "H", "H", "H", "H"], "positions_angstrom": [[1.1676, -1.2244, -1.7553], [2.0872, -1.1662, -0.4999], [0.2680, -2.4136, -1.7611], [-0.0626, -3.0029, -0.7594], [-0.1823, -2.4121, -2.9242], [0.4177, -0.4219, -1.8594], [1.9164, -1.0741, -2.5448], [1.6672, -1.6506, 0.3369], [2.2179, -0.1179, -0.2477], [3.1210, -1.8053, -0.6344], [-1.0204, 3.2208, -0.5222], [-0.5529, -0.2024, 1.1726], [-1.0311, 0.8339, 0.3369], [0.0599, 0.2421, 2.4064], [-0.9086, 2.1937, 0.6032], [-0.0965, 1.5562, 2.7935], [-0.4490, 2.5389, 1.8112], [-0.4686, -1.1510, 0.6786], [-1.4331, 0.5644, -0.6185], [0.4978, -0.4420, 3.2030], [0.2197, 1.9162, 3.7807], [-0.9799, 4.2038, -0.0918], [-1.8328, 3.0367, -1.1223], [-0.4174, 3.6192, 2.1660], [-0.1118, 3.1693, -1.0879]], "e_homo_ev": -3.6, "orbital_gap_ev": 6.80, "lumo_energy_ev": 3.21, "total_charge": -1}

b:
{"formula": "C10H13O2", "method": "ωB97M-V/def2-TZVPD", "symbols": ["C", "C", "C", "C", "C", "C", "C", "H", "H", "H", "H", "H", "H", "H", "H", "C", "C", "C", "O", "O", "H", "H", "H", "H", "H"], "positions_angstrom": [[0.1213, -1.4657, -1.4945], [-2.7146, -0.5621, 1.0630], [-2.9636, -1.7397, 1.7192], [-1.6998, -0.3973, 0.0603], [-0.7392, -1.3464, -0.2813], [-2.0112, -2.7334, 1.4809], [-1.0397, -2.6099, 0.4290], [-3.1475, 0.5024, 1.4527], [-3.8185, -1.8835, 2.3210], [-1.6212, 0.7866, -0.4048], [-1.9229, -3.6312, 1.9977], [1.2034, -1.5781, -1.3509], [-0.0053, -0.6128, -2.1608], [-0.4639, -3.5070, 0.3356], [-0.0636, -2.3405, -2.2738], [2.5492, 2.0703, -0.2451], [1.7196, 2.8575, 0.6496], [2.0517, 1.9160, -1.6550], [1.0815, 2.6071, -1.9026], [2.6905, 1.1198, -2.3535], [3.6403, 2.1102, -0.4170], [2.6281, 1.1538, 0.2136], [1.1106, 2.2539, 1.4207], [1.0986, 3.5492, -0.0794], [2.3162, 3.4807, 1.4753]], "e_homo_ev": -4.0, "orbital_gap_ev": 7.17, "lumo_energy_ev": 3.13, "total_charge": -1}

Stability ranking, top and bottom: a is the most stable and b is the least stable.

a:
{"formula": "C3H5O3P", "method": "ωB97M-V/def2-TZVPD", "symbols": ["C", "C", "C", "O", "O", "O", "P", "H", "H", "H", "H", "H"], "positions_angstrom": [[0.7469, -1.4350, -0.1430], [0.2097, -0.2167, -0.0461], [1.1667, 1.1056, -0.0976], [-2.3668, -1.2805, -0.3154], [-1.8807, 0.2549, 1.5227], [-2.0804, 1.2147, -0.8944], [-1.7106, 0.0376, 0.0091], [0.0054, -2.2076, 0.0514], [1.8810, -1.5258, 0.2095], [1.9032, 0.9835, -0.8995], [0.4167, 1.8582, -0.2219], [1.7090, 1.2112, 0.8253]], "e_homo_ev": 1.1, "orbital_gap_ev": 5.84, "lumo_energy_ev": 6.96, "smiles": "C=C(C)P(=O)([O-])[O-]", "total_charge": -2}

b:
{"formula": "C3H5O3P", "method": "ωB97M-V/def2-TZVPD", "symbols": ["C", "C", "C", "O", "O", "O", "P", "H", "H", "H", "H", "H"], "positions_angstrom": [[0.6362, -1.5375, 0.1304], [0.2206, -0.2621, -0.0271], [1.2340, 1.1361, -0.2917], [-2.3307, -1.2090, -0.1008], [-1.7961, 0.7334, 1.4609], [-1.8707, 1.1128, -1.0522], [-1.6186, 0.1138, 0.0780], [-0.0886, -2.3497, 0.5493], [1.6054, -1.8704, 0.3980], [1.7019, 1.5373, 0.5899], [2.0002, 0.9265, -1.0892], [0.3065, 1.6688, -0.6455]], "e_homo_ev": 1.1, "orbital_gap_ev": 5.88, "lumo_energy_ev": 6.96, "smiles": "C=C(C)P(=O)([O-])[O-]", "total_charge": -2}

Stability ranking, top and bottom: a is the most stable and b is the least stable.

a:
{"formula": "C2H6N3", "method": "ωB97M-V/def2-TZVPD", "symbols": ["C", "C", "N", "N", "N", "H", "H", "H", "H", "H", "H"], "positions_angstrom": [[-1.6077, 0.1188, 0.4098], [2.4037, -0.2643, 0.2050], [0.5791, 0.7196, -1.1856], [1.5613, 0.4497, -0.6751], [-2.7538, 0.3148, -0.1346], [-1.6279, -0.6626, 1.2081], [2.4820, 0.1712, 1.1812], [3.5062, -0.3037, -0.1922], [1.8597, -1.1783, 0.2107], [-3.7034, -0.0365, 0.1315], [-2.6992, 0.6712, -1.1589]], "e_homo_ev": [-12.6, -12.6], "orbital_gap_ev": [7.28, 7.27], "lumo_energy_ev": [-5.33, -5.33], "total_charge": 1}

b:
{"formula": "C2H6N3", "method": "ωB97M-V/def2-TZVPD", "symbols": ["C", "C", "N", "N", "N", "H", "H", "H", "H", "H", "H"], "positions_angstrom": [[-0.9704, -1.0965, 0.4841], [-0.0528, -0.3369, -0.4218], [0.3267, -1.4996, -0.0412], [0.6101, 1.4840, 0.6689], [0.4314, 1.1137, -0.6491], [-0.9601, -0.7693, 1.5086], [-1.9148, -1.5477, 0.0762], [1.0626, -2.1966, -0.2541], [0.0435, 2.1825, 1.0320], [1.4723, 1.0400, -1.0535], [-0.0484, 1.6265, -1.3500]], "e_homo_ev": [-13.5, -13.5], "orbital_gap_ev": [8.08, 8.09], "lumo_energy_ev": [-5.43, -5.43], "total_charge": 1}

Stability ranking, top and bottom: a is the most stable and b is the least stable.

a:
{"formula": "C29H46Cl6F16O6", "method": "ωB97M-V/def2-TZVPD", "symbols": ["C", "C", "C", "F", "F", "F", "F", "O", "C", "C", "F", "F", "F", "F", "H", "H", "H", "H", "C", "C", "C", "F", "F", "F", "F", "O", "C", "C", "F", "F", "F", "F", "H", "H", "H", "H", "C", "C", "C", "O", "C", "H", "H", "H", "H", "H", "H", "H", "H", "C", "C", "C", "O", "C", "H", "H", "H", "H", "H", "H", "H", "H", "C", "C", "C", "O", "C", "H", "H", "H", "H", "H", "H", "H", "H", "C", "C", "C", "O", "C", "H", "H", "H", "H", "H", "H", "H", "H", "C", "Cl", "Cl", "H", "H", "C", "Cl", "Cl", "H", "H", "C", "Cl", "Cl", "H", "H"], "positions_angstrom": [[25.6617, 9.2052, -25.5850], [24.6558, 8.3566, -26.3498], [24.6278, 8.4492, -27.8533], [24.3539, 9.7148, -28.2814], [25.7596, 8.0560, -28.4774], [24.7818, 7.0361, -26.0078], [23.4363, 8.7113, -25.8490], [27.0095, 8.9645, -25.9945], [27.8009, 8.2323, -25.1000], [29.1949, 7.8721, -25.6305], [29.8312, 7.0869, -24.7259], [29.1415, 7.2683, -26.8172], [27.8674, 8.9895, -23.9789], [27.1648, 7.0832, -24.7223], [25.6150, 9.0633, -24.5094], [25.4375, 10.2336, -25.8759], [23.8100, 7.8243, -28.2330], [29.7662, 8.8042, -25.6475], [22.3984, 12.4002, -28.2129], [23.5982, 13.3305, -28.4650], [23.2252, 14.7495, -28.9068], [24.3125, 15.5498, -29.1601], [22.4467, 14.7946, -30.0101], [24.3869, 13.3661, -27.3812], [24.2929, 12.6767, -29.4541], [21.7188, 12.8508, -27.0355], [20.4290, 13.3198, -27.2246], [19.8213, 13.6075, -25.8452], [20.5646, 14.2893, -24.9454], [18.6540, 14.2858, -25.9804], [20.4391, 14.3751, -28.0624], [19.6739, 12.3433, -27.7832], [22.7337, 11.3730, -28.0688], [21.7894, 12.2687, -29.1100], [22.7117, 15.2775, -28.0986], [19.6790, 12.6098, -25.4117], [33.2193, 5.5009, -25.2660], [33.0430, 4.3224, -24.3506], [33.8699, 4.7235, -23.1438], [35.0071, 5.3726, -23.7281], [34.6178, 6.0361, -24.9730], [32.4448, 6.1889, -24.9100], [33.0180, 5.2440, -26.3048], [33.3960, 3.3977, -24.8172], [31.9991, 4.0903, -24.1244], [34.0922, 3.8631, -22.5126], [33.4055, 5.4658, -22.4883], [35.2656, 5.8142, -25.8188], [34.6120, 7.1035, -24.7579], [31.7351, 7.6494, -21.9520], [32.8409, 8.6132, -22.2744], [32.3321, 9.3164, -23.5205], [30.9319, 9.4076, -23.2407], [30.5210, 8.5569, -22.1507], [31.7345, 7.2926, -20.9196], [31.7927, 6.7754, -22.5998], [33.8356, 8.2045, -22.5035], [33.1406, 9.2826, -21.4640], [32.5469, 8.7556, -24.4348], [32.7043, 10.3394, -23.5860], [29.6709, 7.9303, -22.4117], [30.3722, 9.1184, -21.2286], [22.9065, 12.2287, -22.6065], [23.6838, 11.0227, -22.0858], [24.9203, 11.0833, -23.0184], [24.5223, 11.7752, -24.2172], [23.1378, 12.1148, -24.1075], [23.3860, 13.0942, -22.1417], [21.8802, 12.2550, -22.2352], [23.2259, 10.0380, -22.2076], [23.9387, 11.1425, -21.0334], [25.4007, 10.1199, -23.1684], [25.5873, 11.8128, -22.5486], [22.4450, 11.3583, -24.4845], [23.0323, 13.0902, -24.5780], [19.8124, 9.5602, -22.9275], [20.7272, 8.4937, -22.3552], [22.0455, 8.7116, -23.1606], [21.8292, 9.8689, -23.9600], [20.7958, 10.6421, -23.3696], [19.0084, 9.8587, -22.2539], [19.3180, 9.2315, -23.8442], [20.2909, 7.5010, -22.4625], [20.9586, 8.6439, -21.3018], [22.4420, 7.8421, -23.6721], [22.7243, 9.0164, -22.3553], [20.4777, 11.4438, -24.0373], [21.1914, 11.2354, -22.5289], [24.7371, 10.5564, -31.4610], [23.5657, 9.2755, -31.2370], [25.7051, 10.3076, -32.9403], [24.3003, 11.5407, -31.5848], [25.3961, 10.5929, -30.5991], [28.2732, 6.9530, -29.7867], [29.4994, 6.2210, -30.8076], [28.2069, 8.7095, -29.9782], [27.3053, 6.4796, -29.9140], [28.5260, 6.7620, -28.7471], [25.2513, 4.6125, -29.5195], [23.6981, 3.8027, -29.5623], [26.0497, 4.4626, -27.9832], [25.8653, 4.1755, -30.3033], [25.1323, 5.6698, -29.7464]], "e_homo_ev": -9.4, "orbital_gap_ev": 9.78, "lumo_energy_ev": 0.38, "smiles": "FC(F)C(F)(F)COC(F)(F)C(F)F.FC(F)C(F)(F)COC(F)(F)C(F)F.C1CCOC1.C1CCOC1.C1CCOC1.C1CCOC1.ClCCl.ClCCl.ClCCl", "total_charge": 0}

b:
{"formula": "C29H46Cl6F16O6", "method": "ωB97M-V/def2-TZVPD", "symbols": ["C", "C", "C", "F", "F", "F", "F", "O", "C", "C", "F", "F", "F", "F", "H", "H", "H", "H", "C", "C", "C", "F", "F", "F", "F", "O", "C", "C", "F", "F", "F", "F", "H", "H", "H", "H", "C", "C", "C", "O", "C", "H", "H", "H", "H", "H", "H", "H", "H", "C", "C", "C", "O", "C", "H", "H", "H", "H", "H", "H", "H", "H", "C", "C", "C", "O", "C", "H", "H", "H", "H", "H", "H", "H", "H", "C", "C", "C", "O", "C", "H", "H", "H", "H", "H", "H", "H", "H", "C", "Cl", "Cl", "H", "H", "C", "Cl", "Cl", "H", "H", "C", "Cl", "Cl", "H", "H"], "positions_angstrom": [[-0.9748, 2.4889, 2.6520], [-1.4738, 3.8948, 2.3774], [-2.9177, 4.1042, 2.8367], [-3.3532, 5.3586, 2.5881], [-3.7455, 3.1830, 2.2647], [-0.6647, 4.7966, 2.9600], [-1.4151, 4.1425, 1.0228], [-1.1936, 2.2503, 4.0326], [-0.1380, 1.6176, 4.6242], [-0.5978, 1.2968, 6.0421], [-1.5992, 0.3763, 6.0575], [0.4700, 0.8442, 6.8108], [0.2216, 0.5327, 3.9384], [0.8829, 2.5065, 4.6997], [0.0775, 2.4591, 2.3854], [-1.6392, 1.8400, 2.0872], [-2.9457, 3.8845, 3.9133], [-0.9205, 2.2178, 6.5448], [-0.6225, -0.5521, 0.3246], [-1.0103, -2.0084, 0.4273], [-2.2276, -2.3506, -0.4234], [-2.5689, -3.6640, -0.2861], [-3.2835, -1.5096, -0.3154], [0.0119, -2.7802, -0.0616], [-1.1717, -2.3036, 1.7435], [-0.3286, -0.2153, -1.0346], [-0.7575, 1.0486, -1.3932], [-0.0857, 1.4580, -2.7094], [-0.5170, 0.7051, -3.7787], [-0.4907, 2.7485, -2.9491], [-2.1052, 1.0586, -1.5172], [-0.4195, 1.9715, -0.4344], [0.3007, -0.4513, 0.9040], [-1.4197, 0.0654, 0.7313], [-1.8663, -2.2568, -1.4596], [0.9967, 1.3525, -2.6724], [-4.7733, 2.7528, -3.3077], [-5.1692, 1.8019, -4.4082], [-4.4998, 0.5350, -3.9139], [-4.7051, 0.5550, -2.5083], [-5.0000, 1.8954, -2.0680], [-5.3020, 3.7081, -3.2674], [-3.7280, 3.0773, -3.3695], [-4.8410, 2.1228, -5.3940], [-6.2528, 1.6734, -4.4005], [-3.4097, 0.5513, -4.0544], [-4.8074, -0.4251, -4.3248], [-4.4236, 2.1388, -1.1805], [-6.0852, 1.8993, -1.8985], [3.1926, 4.9882, -4.5391], [4.4735, 4.2066, -4.2360], [3.9961, 3.0150, -3.3941], [2.7795, 3.4626, -2.8033], [2.0939, 4.2687, -3.7477], [3.0816, 4.8754, -5.6289], [3.2045, 6.0709, -4.4474], [5.1016, 4.8337, -3.6009], [5.0255, 3.8416, -5.1001], [4.7347, 2.7123, -2.6474], [3.7552, 2.0762, -3.9104], [1.5205, 4.9809, -3.1508], [1.3538, 3.6975, -4.3119], [3.2614, -3.5882, -2.5027], [3.7417, -2.8946, -1.2049], [3.5483, -1.3950, -1.5431], [3.2850, -1.3400, -2.9632], [3.6346, -2.5736, -3.5817], [2.1848, -3.7604, -2.5115], [3.7482, -4.5583, -2.6321], [4.7662, -3.2049, -1.0195], [3.0445, -3.2400, -0.4432], [4.4385, -0.8035, -1.3363], [2.6072, -1.0484, -1.1165], [4.7092, -2.6115, -3.8229], [3.1016, -2.7063, -4.5211], [1.9230, -2.9052, 5.1984], [1.0364, -3.2980, 4.0233], [1.8829, -4.3645, 3.2962], [2.8576, -4.8073, 4.2632], [2.5171, -4.2791, 5.5420], [1.4793, -2.4788, 6.1068], [2.7523, -2.2279, 4.9703], [0.7524, -2.3917, 3.4807], [0.1028, -3.6532, 4.4667], [2.4092, -4.0051, 2.4156], [1.2051, -5.1919, 3.0626], [3.4226, -4.1444, 6.1430], [1.8536, -4.9486, 6.1058], [-5.9614, -0.4222, 0.2430], [-5.9865, -2.0942, 0.7882], [-7.5533, 0.3316, 0.2504], [-5.2564, 0.1594, 0.8321], [-5.5468, -0.3863, -0.7613], [-0.5780, -6.4089, -0.1592], [1.1337, -6.8090, -0.5197], [-0.9714, -6.7361, 1.5230], [-0.6682, -5.3444, -0.3094], [-1.1646, -7.0198, -0.8267], [4.1621, 0.4522, 2.4414], [2.4127, 0.3275, 2.0979], [5.0731, -0.7630, 1.5420], [4.4904, 1.4460, 2.1689], [4.3253, 0.2616, 3.4938]], "e_homo_ev": -9.5, "orbital_gap_ev": 9.73, "lumo_energy_ev": 0.26, "smiles": "FC(F)C(F)(F)COC(F)(F)C(F)F.FC(F)C(F)(F)COC(F)(F)C(F)F.C1CCOC1.C1CCOC1.C1CCOC1.C1CCOC1.ClCCl.ClCCl.ClCCl", "total_charge": 0}

Stability ranking, top and bottom: b is the most stable and a is the least stable.

a:
{"formula": "C14H20N2O", "method": "ωB97M-V/def2-TZVPD", "symbols": ["C", "C", "C", "C", "C", "O", "N", "H", "H", "H", "H", "H", "H", "H", "H", "H", "H", "H", "C", "C", "C", "C", "C", "C", "C", "C", "C", "N", "H", "H", "H", "H", "H", "H", "H", "H", "H"], "positions_angstrom": [[-0.4866, 1.9494, -1.2097], [-1.9015, 2.4320, -1.7421], [0.4097, 4.0781, -0.5118], [0.8114, 1.0700, 1.7053], [1.0634, 2.0042, 0.5632], [2.2229, 2.2482, 0.2924], [-0.0026, 2.7357, -0.0820], [-0.2765, 0.8545, -1.0367], [0.1482, 2.0395, -2.0841], [-1.9410, 3.4715, -1.4595], [-2.5458, 1.6661, -1.3950], [1.4362, 4.3287, -0.1811], [-0.0543, 1.3382, 2.3256], [-2.0400, 2.3432, -2.8361], [0.2526, 4.4011, -1.6426], [-0.2414, 4.5633, 0.1999], [0.6657, 0.0442, 1.4397], [1.6022, 1.0982, 2.4419], [-0.2454, -2.5454, 2.9450], [-0.1900, -2.2433, 0.4254], [0.3250, -2.7910, 1.5978], [0.6415, -2.6692, -0.6452], [1.3689, -3.6493, 1.2605], [-1.5202, -1.0600, -1.2345], [-0.5560, -1.2380, -2.2402], [-1.1548, -1.3350, 0.0792], [0.5345, -2.0451, -1.9000], [1.6060, -3.5373, -0.1310], [-2.4081, -0.4571, -1.3911], [-0.5015, -0.6505, -3.1434], [-1.7079, -0.8330, 0.8918], [1.2519, -2.1147, -2.6811], [0.0019, -1.6014, 3.5011], [0.2905, -3.1497, 3.7049], [2.0687, -4.2108, 1.8554], [2.4263, -3.8800, -0.5731], [-1.3537, -2.6553, 2.8911]], "e_homo_ev": -8.0, "orbital_gap_ev": 8.81, "lumo_energy_ev": 0.83, "smiles": "Cc1c[nH]c2ccccc12.CCN(C)C(C)=O", "total_charge": 0}

b:
{"formula": "C14H20N2O", "method": "ωB97M-V/def2-TZVPD", "symbols": ["C", "C", "C", "C", "C", "C", "C", "C", "C", "N", "H", "H", "H", "H", "H", "H", "H", "H", "H", "C", "C", "C", "C", "C", "O", "N", "H", "H", "H", "H", "H", "H", "H", "H", "H", "H", "H"], "positions_angstrom": [[-0.8014, 3.2033, 3.9062], [1.2497, 2.2582, 0.8299], [0.8289, 2.0351, 2.1880], [-0.1806, 3.0030, 2.5196], [-0.4042, 3.7444, 1.4210], [2.0463, 1.4144, 0.0712], [2.4132, 0.2014, 0.7828], [2.0734, 0.0335, 2.1046], [1.3545, 0.9525, 2.8732], [0.5525, 3.3581, 0.4082], [2.5362, 1.6385, -0.8888], [2.9465, -0.6591, 0.2368], [0.4933, 3.7344, -0.5230], [2.3700, -0.8985, 2.4594], [-1.0260, 4.6385, 1.1048], [1.0732, 0.6519, 3.8671], [-0.4850, 2.4141, 4.6707], [-1.9250, 3.1964, 3.8662], [-0.4150, 4.1699, 4.3211], [0.2693, -1.9396, -2.2125], [0.5965, -1.0873, -3.4687], [-1.8836, -3.6158, -3.1159], [-1.5165, -1.7400, 0.2261], [-1.8281, -2.5757, -1.0557], [-2.9409, -2.9844, -1.2582], [-1.0645, -2.8254, -2.1043], [1.1700, -2.7137, -2.2931], [0.1632, -1.4135, -1.2413], [0.7695, -1.3417, -4.5649], [1.8385, -0.8997, -3.4043], [-1.1655, -3.4200, -3.9048], [-1.7467, -0.7839, -0.0448], [0.2388, -0.2079, -3.6403], [-1.9397, -4.6356, -2.7324], [-2.9433, -2.9667, -3.0952], [-2.1353, -2.0600, 1.0963], [-0.5824, -1.8791, 0.5948]], "e_homo_ev": -8.0, "orbital_gap_ev": 8.64, "lumo_energy_ev": 0.63, "smiles": "Cc1c[nH]c2ccccc12.CCN(C)C(C)=O", "total_charge": 0}

Stability ranking, top and bottom: a is the most stable and b is the least stable.